--- A ---
The following is a quantum chemistry calculation of a cluster of 2 separate species, C4H11N5 in total, from the Open Molecules 2025 dataset.

Highest occupied orbital energy = -0.520 hartree
LUMO energy = -10.1 eV
Molar mass = 129.2 g mol⁻¹

```
! wB97M-V def2-TZVPD RIJCOSX def2/J DEFGRID3
* xyz 2 1
H -1.850 -1.299 -0.222
C 1.124 -0.318 0.404
H -3.854 4.771 -1.931
H -0.430 -2.322 0.001
N 1.475 -2.540 1.370
H 1.745 1.554 -0.303
H -1.731 1.324 0.395
C 1.894 -1.340 1.079
H -1.877 0.540 -1.132
C -0.228 -0.320 -0.084
C -1.118 0.843 -0.407
H 2.112 -3.310 1.655
N -2.701 2.973 -1.631
N 1.899 0.906 0.492
H 2.977 -1.184 1.200
N -0.942 -1.461 0.002
H -0.595 1.759 -0.907
H 0.538 -2.832 1.592
N -3.343 3.861 -1.814
H 2.875 0.616 0.678
*
```

--- B ---
The following is a quantum chemistry calculation of a structure of composition C4H11N5, from the Open Molecules 2025 dataset.

Highest occupied orbital energy = -0.641 hartree
LUMO energy = -7.9 eV
Molar mass = 129.2 g mol⁻¹

```
! wB97M-V def2-TZVPD RIJCOSX def2/J DEFGRID3
* xyz 2 1
C -0.635 -0.221 2.181
H -1.986 2.498 1.501
C -1.067 0.769 -0.352
N -1.106 -0.850 3.023
N -0.600 0.018 -1.237
C -0.438 1.300 0.833
C 1.695 -0.852 -0.361
H -0.621 2.779 2.410
H 1.965 -1.933 -0.246
N 0.461 -0.682 -1.346
H -2.131 0.932 -0.522
H 0.778 -2.168 -2.837
H -1.595 -1.347 3.675
H 1.339 -0.501 -3.161
H 2.574 -0.310 -0.895
H 1.464 -0.730 0.636
H -0.349 -1.088 -3.002
N 0.609 -1.167 -2.668
N -0.999 2.283 1.570
H 0.642 1.273 0.799
*
```

Most stable structure among those shown: A. Next: +2.116 eV.